# 1
46
Properties=species:S:1:pos:R:3:mulliken_spin:R:1 method="wB97M-V/def2-TZVPD" s2=6.03 total_charge=+1 homo_lumo_gap_ev="7.39 / 5.66" homo_energy_ev="-11.3 / -12.5" multiplicity=5
Ir -3.0952 0.5302 -2.9303 1.82
S -0.9028 0.1325 -3.0735 0.29
C -0.4062 -0.1103 -1.3999 0.18
N 0.8675 -0.3920 -1.1327 0.28
C 1.2235 -0.6884 0.2581 -0.01
C 0.4634 0.2307 1.1809 -0.01
N -0.9728 0.1020 0.9141 0.35
C -1.8631 0.0523 2.0933 -0.03
C -1.6540 -1.2297 2.8565 0.03
C -1.0782 -1.2045 4.1197 0.00
C -0.8687 -2.3897 4.8156 0.00
C -1.2311 -3.5992 4.2462 0.00
C -1.8074 -3.6292 2.9810 0.00
C -2.0188 -2.4477 2.2896 0.00
C -1.3471 0.0031 -0.3660 0.23
S -3.0611 0.0719 -0.7665 0.47
C 1.9809 -0.3550 -2.1075 -0.02
C 2.8892 0.8131 -1.8253 0.02
C 4.1748 0.5997 -1.3477 0.00
C 5.0038 1.6797 -1.0642 0.00
C 4.5442 2.9720 -1.2551 0.00
C 3.2576 3.1914 -1.7362 0.00
C 2.4334 2.1150 -2.0207 0.01
H 2.2941 -0.5386 0.3770 0.00
H 0.9826 -1.7340 0.4674 0.01
H 0.7538 1.2725 1.0192 0.01
H 0.6447 -0.0361 2.2194 0.00
H -2.8920 0.1693 1.7635 0.01
H -1.6154 0.9175 2.7097 0.01
H -0.8071 -0.2562 4.5715 0.00
H -0.4284 -2.3641 5.8035 0.00
H -1.0730 -4.5216 4.7891 0.00
H -2.1022 -4.5730 2.5415 0.00
H -2.4838 -2.4783 1.3084 0.00
H 1.5683 -0.3081 -3.1117 0.01
H 2.5148 -1.3016 -2.0187 0.00
H 4.5390 -0.4129 -1.2099 0.00
H 6.0079 1.5075 -0.6996 0.00
H 5.1899 3.8128 -1.0385 0.00
H 2.9041 4.2012 -1.8988 0.00
H 1.4357 2.2914 -2.4117 -0.01
O -4.3466 2.4534 -2.8997 0.21
S -4.9189 1.6595 -4.0502 -0.04
O -5.9472 2.2126 -4.8267 0.02
O -5.1676 0.3019 -3.3524 0.09
O -3.5848 1.2768 -4.7815 0.07

***

# 2
70
Properties=species:S:1:pos:R:3:lowdin_charge:R:1 method="wB97M-V/def2-TZVPD" homo_lumo_gap_ev=9.06 homo_energy_ev=-10.0 de_lowest_kj_mol=1693.31
C 0.0659 -2.3323 3.0906 0.05
N -0.8878 -2.4271 4.2587 -0.34
O -1.9178 -1.7981 4.1663 -0.03
O -0.5029 -3.0103 5.2664 0.08
H -0.2978 -3.0881 2.3945 0.07
H 1.0985 -2.6048 3.3088 0.12
H 0.0240 -1.2917 2.7689 0.05
C -3.3102 -0.5777 3.0992 0.00
N -1.9707 0.0647 2.8435 -0.30
O -1.6129 0.1582 1.6301 -0.03
O -1.4674 0.5492 3.8628 0.08
H -3.5462 -0.5006 4.1606 0.11
H -3.2272 -1.6420 2.8794 0.10
H -3.9050 -0.0077 2.3854 0.08
C -0.5977 -2.7789 0.4937 0.01
N -0.5831 -2.9106 -0.9943 -0.36
O -1.1503 -2.0496 -1.6882 -0.05
O -0.0832 -3.9150 -1.5081 0.09
H -1.2107 -1.9698 0.8909 0.09
H 0.3973 -2.5659 0.8845 0.07
H -0.9565 -3.7481 0.8401 0.12
C 2.0879 2.8001 -1.3190 0.04
N 1.1692 3.6612 -2.1785 -0.38
O 1.4680 3.9024 -3.3256 0.05
O 0.1802 4.0964 -1.5896 0.08
H 3.0313 2.6123 -1.8316 0.10
H 1.5752 1.8555 -1.1374 0.07
H 2.3228 3.3302 -0.3960 -0.01
C -1.0017 2.8893 -3.8231 0.01
N -1.6152 2.6735 -2.5047 -0.34
O -2.4420 3.5072 -2.1956 0.09
O -1.3624 1.6985 -1.7758 -0.08
H -1.0627 2.0163 -4.4729 0.10
H 0.0233 3.2303 -3.6771 0.03
H -1.5375 3.6353 -4.4100 0.11
C -0.5923 0.3283 -0.3593 0.00
N 0.4783 0.1504 0.6588 -0.24
O 1.5082 0.8102 0.6422 -0.05
O 0.3400 -0.7871 1.4297 -0.18
H -0.3080 -0.1352 -1.3040 0.08
H -0.7116 1.4077 -0.4519 0.10
H -1.5621 -0.1089 -0.1218 0.04
C 2.4092 1.5079 2.6900 0.06
N 2.3736 2.8260 2.0038 -0.28
O 2.4917 2.8264 0.7370 -0.04
O 2.4068 3.8213 2.7210 0.12
H 2.3116 0.7225 1.9405 0.03
H 1.4813 1.4511 3.2591 0.11
H 3.3009 1.4876 3.3165 0.12
C -3.4579 -1.7207 -1.0835 0.07
N -3.5404 -0.5826 -0.1672 -0.33
O -2.9416 0.4462 -0.4852 0.04
O -4.1321 -0.6860 0.9206 0.00
H -2.8129 -1.5602 -1.9474 0.10
H -4.4872 -2.0044 -1.3027 0.12
H -2.9999 -2.4360 -0.4002 0.10
C 2.8854 -1.6140 0.6009 0.07
N 2.4437 -1.8806 -0.7968 -0.28
O 1.2505 -1.7829 -1.0800 -0.04
O 3.3499 -2.1018 -1.6331 0.05
H 2.1710 -0.9044 1.0183 0.05
H 3.9009 -1.2194 0.5660 0.11
H 2.8207 -2.5570 1.1437 0.11
C 2.4129 0.1865 -3.3553 0.07
N 0.9616 0.0037 -3.1689 -0.29
O 0.5408 -0.9859 -2.5848 0.00
O 0.1965 0.8912 -3.5852 0.02
H 2.6955 0.8153 -2.5110 0.07
H 2.6151 0.6503 -4.3208 0.11
H 3.0051 -0.7281 -3.3854 0.09

***

# 3
65
Properties=species:S:1:pos:R:3:lowdin_charge:R:1 method="wB97M-V/def2-TZVPD" total_charge=+1 homo_lumo_gap_ev=6.64 homo_energy_ev=-10.7 de_lowest_kj_mol=1614.74
Ta 0.1749 -0.1075 -0.0186 1.18
O 2.6770 -5.4883 0.9087 0.15
C 2.2671 -5.4126 -0.3686 -0.48
O 2.4824 -6.2906 -1.1495 0.15
C 1.5347 -4.1864 -0.7647 -0.02
C 0.9841 -3.9659 -2.0152 0.05
N 0.4295 -2.7524 -2.0301 0.06
N 0.5717 -2.1331 -0.8252 -0.06
C 1.2489 -3.0026 -0.0768 -0.28
C 1.2255 -1.2593 1.1393 -0.54
O 1.5601 -2.5918 1.1600 0.05
O 2.8999 -0.2004 3.2574 -0.39
H 2.4415 -4.7064 1.4243 0.11
H 0.9807 -4.6154 -2.8751 0.16
H -0.0833 -2.2899 -2.7709 0.14
N -1.8627 3.4757 -2.0960 0.17
C -1.5863 3.0154 -0.8882 -0.76
S 0.0028 2.3759 -0.5552 0.73
N -2.4286 3.2018 0.1185 0.08
C -3.6017 4.0327 0.0657 -0.24
C -4.8428 3.5183 0.4067 -0.02
C -5.9529 4.3495 0.3718 -0.05
C -5.8242 5.6767 -0.0093 -0.06
C -4.5760 6.1869 -0.3388 -0.06
C -3.4581 5.3688 -0.2921 -0.03
H -1.2067 3.3083 -2.8406 0.12
H -2.7316 3.9497 -2.2945 0.13
H -2.1537 2.7925 1.0016 0.14
H -4.9428 2.4835 0.7011 0.10
H -6.9224 3.9535 0.6415 0.11
H -6.6948 6.3174 -0.0396 0.11
H -4.4674 7.2270 -0.6143 0.11
H -2.4750 5.7681 -0.5098 0.12
Cl -0.0263 2.7238 5.0992 0.73
C 0.5769 2.3707 3.5192 -0.72
C 1.7706 2.8710 3.1510 -0.10
C 2.4606 3.0365 1.8608 -0.07
C 2.5961 2.2250 0.7951 -0.22
C 1.9199 0.9432 0.6750 -0.45
Cl 1.8956 -0.0328 2.1835 1.08
C 0.0743 0.7685 1.9590 -0.38
N -0.3156 1.5964 2.7668 0.03
H 2.2547 3.4220 3.9491 0.11
H 2.9743 3.9911 1.8004 0.12
H 3.0858 2.5975 -0.0941 0.11
C -2.7140 -2.2584 -1.0068 -0.24
Si -2.1721 -0.4688 -1.3605 0.48
C -3.7550 0.4878 -0.9688 -0.23
C -1.8068 -0.3529 -3.2193 -0.34
C -2.7949 -0.6243 -4.1736 -0.09
C -2.5187 -0.5849 -5.5316 -0.07
C -1.2377 -0.2779 -5.9758 -0.08
C -0.2382 -0.0028 -5.0560 -0.08
C -0.5300 -0.0360 -3.6957 -0.18
H -3.7087 -2.4323 -1.4263 0.03
H -2.7878 -2.4280 0.0709 0.03
H -2.0547 -3.0251 -1.4141 0.01
H -4.6158 -0.1446 -1.1952 0.04
H -3.8600 1.4035 -1.5522 0.02
H -3.8038 0.7396 0.0909 0.01
H -3.7993 -0.8764 -3.8499 0.11
H -3.3010 -0.7984 -6.2486 0.11
H -1.0229 -0.2498 -7.0359 0.11
H 0.7603 0.2447 -5.3934 0.11
H 0.2652 0.2238 -2.9962 0.06

***

# 4
14
Properties=species:S:1:pos:R:3:lowdin_charge:R:1 method="wB97M-V/def2-TZVPD" homo_lumo_gap_ev=10.84 homo_energy_ev=-9.9 de_lowest_kj_mol=218.93
C -1.8887 -1.0100 -0.4618 -0.07
C -0.8416 -0.9560 -1.2824 -0.07
O -0.1750 1.6246 0.5159 -0.07
C 1.1735 1.2512 0.4159 -0.24
C 1.4647 -0.0541 1.1339 -0.26
O 2.3819 -0.7889 0.8570 0.05
H -0.7003 0.9478 0.0621 0.03
H -1.8358 -1.5152 0.5000 0.06
H -2.8428 -0.5572 -0.7222 0.06
H 0.1116 -1.4144 -1.0250 0.06
H -0.8974 -0.4529 -2.2452 0.07
H 1.7525 2.0401 0.9112 0.13
H 1.5441 1.1721 -0.6169 0.13
H 0.7533 -0.2870 1.9574 0.13

***

# 5
79
Properties=species:S:1:pos:R:3:lowdin_charge:R:1 method="wB97M-V/def2-TZVPD" homo_lumo_gap_ev=8.95 homo_energy_ev=-9.7
C 5.9779 0.8936 3.2316 -0.11
C 6.2246 2.3544 3.6625 -0.25
C 7.0202 3.1561 2.6157 -0.21
C 6.1877 4.1797 1.8107 -0.20
C 6.0475 5.5641 2.5011 -0.19
C 4.6133 6.0047 2.8463 -0.21
C 3.7374 4.9585 3.5351 -0.21
C 2.3168 5.5111 3.7684 -0.18
C 1.3635 5.2692 2.5838 -0.14
C 0.5146 3.9888 2.7110 -0.19
C -1.0212 4.2737 2.9499 -0.39
O -1.4637 5.0076 3.7964 0.11
N -1.8436 3.4821 2.0391 0.05
C -0.8701 2.4340 1.6137 -0.15
C 0.3898 3.2865 1.3375 -0.18
B 1.5995 2.4515 0.7395 -0.55
N 1.4856 1.8556 -0.5910 0.16
O 2.8246 2.2589 1.3944 0.11
H 6.8434 0.2577 3.4076 0.07
H 5.6409 0.8733 2.1935 0.07
H 5.1475 0.5157 3.8335 0.07
H 5.2601 2.7891 3.9178 0.08
H 6.8176 2.3419 4.5820 0.10
H 7.4432 2.4531 1.8929 0.10
H 7.8386 3.7124 3.0782 0.10
H 6.7292 4.3459 0.8744 0.10
H 5.2353 3.7239 1.5284 0.08
H 6.4377 6.3097 1.8036 0.10
H 6.7073 5.5634 3.3710 0.11
H 4.7011 6.8338 3.5583 0.11
H 4.1056 6.4361 1.9766 0.11
H 3.6889 4.0092 3.0020 0.07
H 4.1551 4.7307 4.5212 0.12
H 2.4043 6.5869 3.9499 0.11
H 1.8873 5.1050 4.6867 0.11
H 0.6519 6.1020 2.5671 0.12
H 1.9166 5.3044 1.6412 0.11
H 0.7516 3.3494 3.5666 0.16
H -1.9263 4.0931 1.2249 0.12
H -1.1427 1.8426 0.7426 0.11
H -0.7361 1.8665 2.5350 0.13
H 0.1590 4.1002 0.6364 0.15
H 0.5917 2.2004 -0.9337 0.08
H 2.2185 2.3073 -1.1335 0.10
H 3.3573 3.0350 1.1818 0.07
C 0.4379 -0.9553 -0.9657 -0.11
O -0.1514 -1.6499 -2.0911 -0.23
P -1.2088 -2.8997 -1.7586 0.55
O -1.1675 -3.6133 -3.0611 -0.27
O -2.4870 -1.9081 -1.6008 -0.26
C -2.8578 -1.0899 -2.7038 -0.11
O -1.8653 -3.9580 -0.7102 -0.26
C -2.4943 -5.1250 -1.2404 -0.10
H 1.0472 -0.1411 -1.3430 0.05
H -0.3445 -0.5425 -0.3203 0.08
H 1.0695 -1.6352 -0.3923 0.09
H -2.5539 -1.5332 -3.6522 0.09
H -2.4102 -0.0990 -2.6015 0.08
H -3.9412 -0.9856 -2.6867 0.09
H -1.7559 -5.8040 -1.6604 0.09
H -3.2370 -4.8574 -1.9885 0.09
H -2.9917 -5.6248 -0.4105 0.09
C -8.7901 -5.6562 -4.4510 -0.11
O -7.4038 -5.8571 -4.1065 -0.24
P -6.8571 -7.4372 -3.9872 0.56
O -5.6378 -7.2064 -3.1706 -0.26
O -6.5686 -7.5229 -5.5837 -0.26
C -5.6705 -6.5841 -6.1723 -0.10
O -7.0848 -9.0550 -3.9533 -0.26
C -6.0226 -9.8665 -3.4631 -0.11
H -8.9611 -4.5869 -4.5457 0.09
H -9.0237 -6.1385 -5.4043 0.09
H -9.4398 -6.0511 -3.6696 0.08
H -4.9398 -6.2203 -5.4500 0.09
H -6.2282 -5.7427 -6.5864 0.08
H -5.1521 -7.0907 -6.9838 0.09
H -5.8926 -9.7354 -2.3911 0.09
H -5.0960 -9.6459 -3.9897 0.09
H -6.3085 -10.8999 -3.6560 0.09

***

# 6
13
Properties=species:S:1:pos:R:3:mulliken_spin:R:1 method="wB97M-V/def2-TZVPD" s2=0.76 homo_lumo_gap_ev="4.89 / 9.10" homo_energy_ev="-4.0 / -8.2" de_lowest_kj_mol=81.80 multiplicity=2
C 1.1587 0.2245 -0.4426 -0.01
C 0.9112 -0.6752 0.5602 0.04
N 2.0215 -0.7904 1.3588 0.17
C 2.8939 0.2016 0.8935 0.63
N 2.4254 0.7237 -0.2158 0.18
H 0.6229 0.5885 -1.2752 0.00
H 0.0659 -1.3124 0.7075 0.01
H 1.9331 -1.3081 2.1839 -0.02
H 3.8448 0.6502 1.3690 -0.01
H 2.8432 1.2582 -0.9703 0.00
H -6.2874 0.1894 -2.2051 0.00
H -6.2030 0.5076 -0.6231 0.00
O -6.2303 -0.2574 -1.3408 0.00

***

# 7
57
Properties=species:S:1:pos:R:3:lowdin_charge:R:1 method="wB97M-V/def2-TZVPD" homo_lumo_gap_ev=9.58 homo_energy_ev=-9.4 de_lowest_kj_mol=488.72
N 2.6512 -1.7175 -0.8682 0.00
C 2.6311 -0.3117 -1.2741 -0.25
C 1.4251 0.4560 -0.6134 -0.21
N 0.1323 -0.0462 -1.1238 -0.05
C -0.9055 1.0417 -1.5978 -0.18
C -2.4120 0.7088 -1.5218 -0.24
C -3.2971 1.9356 -1.7981 -0.11
H 1.7540 -2.2037 -1.1455 0.06
H 3.4494 -2.1973 -1.2163 0.07
H 2.6912 -0.2490 -2.3530 0.10
H 3.5870 0.0351 -0.8897 0.10
H 1.5680 1.5992 -0.6981 0.13
H 1.5304 0.2353 0.5352 0.10
H -0.2430 -0.5359 -0.3012 0.08
H -0.7018 2.0074 -1.0213 0.07
H -0.4788 1.3542 -2.5953 0.13
H -2.5980 -0.0305 -2.4067 0.09
H -2.8928 0.1930 -0.6227 0.14
H -3.8477 2.1943 -0.9169 0.06
H -2.7235 2.8068 -2.1765 0.08
H -4.0111 1.6441 -2.6465 0.10
H -0.9507 -1.2036 2.1084 -0.01
H 0.2722 -2.1209 1.9389 0.03
O -0.7356 -2.0688 1.8114 -0.06
H -0.7557 2.9857 2.6410 -0.02
H -1.1050 2.5818 1.3113 0.02
O -1.5012 2.6220 2.2063 -0.06
H 3.2329 0.3834 1.6750 -0.03
H 3.6087 1.5115 2.5701 0.05
O 3.8948 0.6018 2.3178 -0.06
H -0.8591 4.7166 0.2055 0.05
H 0.3289 3.7685 -0.0423 0.05
O -0.6228 3.8562 -0.1018 -0.04
H -2.5542 -1.3937 -2.4941 -0.04
H -3.2287 -2.6366 -1.8456 0.04
O -2.9179 -2.2617 -2.6665 -0.05
H 0.0644 -3.5886 -2.5616 0.02
H -0.0683 -2.2026 -3.0262 0.01
O 0.5634 -2.9350 -3.0393 -0.07
H -0.3773 0.0710 3.4144 -0.02
H 0.9220 -0.7119 2.7910 0.01
O 0.5684 -0.0468 3.4817 -0.10
H 2.1847 -1.8073 1.1981 0.07
H 2.7045 -2.1752 2.7264 0.16
O 1.9214 -1.7666 2.1827 -0.13
H 0.6565 -0.3681 -3.5545 -0.04
H 0.7628 -1.5030 -4.4557 -0.02
O 0.7597 -0.5750 -4.4597 -0.02
H -2.2199 1.2370 3.6294 0.07
H -2.6503 -0.3288 3.9738 0.08
O -2.1306 0.2740 3.4186 -0.07
H 1.3186 1.4185 2.9899 0.08
H 1.1189 2.6055 4.1285 0.05
O 1.2097 2.4896 3.1619 -0.16
H -0.2814 -4.2182 -0.0684 0.04
H -0.1735 -2.7431 0.1758 -0.04
O -0.2690 -3.3873 -0.4906 -0.02

***

# 8
9
Properties=species:S:1:pos:R:3:lowdin_charge:R:1 method="wB97M-V/def2-TZVPD" homo_lumo_gap_ev=10.19 homo_energy_ev=-9.2 de_lowest_kj_mol=504.84
N -0.7735 -1.5816 0.4997 0.09
C -1.1205 1.8637 -0.2979 0.00
C -0.0173 1.5779 0.0882 -0.02
C 1.6171 -1.3709 0.1653 0.05
N 0.4256 -1.4720 0.2339 -0.25
H -1.2483 -0.7407 0.1513 0.04
H -2.0937 2.1489 -0.6352 0.02
H 0.9532 1.2827 0.4318 0.01
H 2.2576 -1.7080 -0.6371 0.05

***

It is found that the E values, taken in the order of the records, are -65463.9243; -66662.5904; -88299.8098; -8371.0127; -63143.0729; -8248.8588; -33350.3505; -6150.6686 eV.
It is found that the largest force on an atom values, taken in the order of the records, are 0.76; 8.98; 3.79; 0.54; 6.70; 7.24; 3.64; 0.65 eV/A.